Entry 1:
{"formula": "C4H10O4", "method": "ωB97M-V with the def2-TZVPD basis set", "energy_ev": -12494.619, "multiplicity": 1, "total_charge": 0, "max_force_ev_per_a": 2.0, "symbols": ["C", "C", "O", "O", "H", "H", "H", "H", "H", "H", "C", "C", "O", "O", "H", "H", "H", "H"], "coordinates": [[-0.142308, -1.660443, 0.138878], [-0.384059, -2.664318, 1.225894], [-1.212245, -0.936169, -0.184176], [0.574270, -2.054863, -0.968622], [-0.970614, -0.083829, -0.635210], [1.168728, -2.783119, -0.750387], [0.729222, -0.413449, 0.664793], [0.540395, -3.157491, 1.525306], [-1.076693, -3.436052, 0.865451], [-0.834601, -2.176182, 2.086587], [0.229652, 2.293448, -0.597161], [0.338436, 3.607330, -0.493681], [-0.788899, 1.609346, -1.183484], [0.940840, 0.672013, 0.534615], [-1.615676, 2.122455, -1.168982], [1.688134, 0.717918, -0.077602], [-0.378303, 4.282857, -0.967318], [1.193722, 4.060548, -0.014900]], "forces_ev_per_angstrom": [[0.2, -0.3, 0.2], [0.0, -0.2, -0.3], [-0.4, 0.5, -0.2], [0.1, -0.2, -0.1], [0.0, -0.5, 0.2], [0.0, 0.1, 0.1], [0.4, 1.7, -0.3], [0.0, 0.1, 0.1], [0.0, 0.0, 0.0], [0.1, 0.0, 0.0], [-0.9, 1.0, -0.8], [0.2, -0.1, 0.0], [0.0, 0.1, 0.1], [0.2, -1.8, 0.6], [0.3, 0.0, 0.0], [0.0, -0.2, 0.2], [0.0, -0.2, 0.1], [0.0, 0.0, 0.1]]}


Entry 2:
{"formula": "C6H9N2", "method": "ωB97M-V with the def2-TZVPD basis set", "energy_ev": -9339.547, "multiplicity": 1, "total_charge": 1, "smiles": "[NH2+]=C1C[C@H]2C=C[C@H]2N1", "max_force_ev_per_a": 4.0, "symbols": ["N", "C", "C", "C", "C", "C", "C", "N", "H", "H", "H", "H", "H", "H", "H", "H", "H"], "coordinates": [[2.541327, -0.151548, -0.189638], [1.243464, -0.158617, 0.010851], [0.419787, 1.136560, 0.025130], [-0.903804, 0.856767, 0.622101], [-2.036676, 0.595575, -0.379443], [-1.880121, -0.699978, -0.595007], [-0.918924, -0.956307, 0.560454], [0.533319, -1.245152, 0.179501], [3.143832, 0.683271, -0.173186], [2.984595, -1.014673, -0.591858], [1.153370, 1.943320, 0.574731], [0.392752, 1.373007, -1.075276], [-1.240334, 1.515641, 1.445949], [-2.743467, 1.254988, -0.969242], [-2.338689, -1.577936, -1.188171], [-1.230748, -1.368825, 1.529050], [0.880321, -2.186091, 0.214058]], "forces_ev_per_angstrom": [[1.7, -1.2, -1.2], [-0.6, 0.7, 0.3], [3.8, 1.3, 0.1], [-2.3, -2.2, -0.3], [-0.6, 0.9, -2.0], [-0.3, -3.0, 0.7], [1.2, 3.4, 0.0], [-2.1, 0.6, 0.7], [-0.9, -0.5, -0.1], [-0.4, 1.3, 0.9], [-2.1, -1.7, -1.3], [-0.1, 0.2, 1.0], [0.6, -0.9, 0.1], [1.0, -0.4, 1.1], [0.6, 2.1, 0.7], [0.2, -0.4, -0.7], [0.4, -0.2, 0.0]]}


Entry 3:
{"formula": "C7H14NS", "method": "ωB97M-V with the def2-TZVPD basis set", "energy_ev": -19797.652, "s2": 2.008, "multiplicity": 3, "total_charge": 1, "max_force_ev_per_a": 12.3, "symbols": ["C", "C", "C", "C", "C", "C", "C", "N", "S", "H", "H", "H", "H", "H", "H", "H", "H", "H", "H", "H", "H", "H", "H"], "coordinates": [[-0.442610, 0.604352, -1.034000], [-1.048575, -0.553746, -0.995950], [-0.899427, -1.329446, 0.272070], [0.460592, 0.618137, 0.436370], [-1.975762, -1.025095, -2.117145], [1.611395, -1.405745, -0.074576], [0.805535, 2.856201, 1.952003], [0.433737, -0.836481, 0.745400], [-0.436069, 1.580952, 1.711486], [-0.333091, 1.436922, -1.764939], [-1.471163, -0.963489, 1.058602], [-0.847014, -2.454113, 0.060427], [1.330975, 1.279480, 0.246890], [-1.957848, -2.052356, -2.169911], [-1.712742, -0.718426, -3.126069], [-2.943445, -0.755143, -1.999057], [1.341185, -1.751162, -1.138075], [2.459011, -0.660414, -0.023604], [1.854349, -2.390141, 0.396120], [1.919016, 2.528595, 1.867194], [0.572633, 3.407494, 2.778568], [0.755538, 3.581031, 1.240198], [0.523779, -0.997409, 1.677999]], "forces_ev_per_angstrom": [[6.9, 9.7, 3.3], [-6.4, -9.6, -1.9], [1.2, -0.9, -2.9], [-3.1, 2.5, -3.1], [3.8, 0.7, 0.4], [0.4, -1.5, 0.1], [2.6, -2.6, -0.9], [2.7, 1.0, -5.1], [0.3, -0.5, -0.2], [-0.3, -1.1, 0.8], [-2.1, -0.1, 1.6], [-0.5, 1.6, 0.9], [0.4, -1.7, 0.4], [-0.1, -2.6, 0.1], [0.5, 0.6, 0.0], [-3.3, 1.2, 0.7], [-0.1, 1.3, 1.5], [-1.0, -1.2, -0.2], [0.2, 1.0, -0.1], [-2.0, 0.1, 0.9], [-0.3, 0.8, 2.9], [-0.6, 1.8, -2.6], [0.7, -0.6, 3.5]]}


Entry 4:
{"formula": "C5H9B", "method": "ωB97M-V with the def2-TZVPD basis set", "energy_ev": -6006.427, "multiplicity": 1, "total_charge": 0, "smiles": "CB1C=CCC1", "max_force_ev_per_a": 4.1, "symbols": ["C", "B", "C", "C", "C", "C", "H", "H", "H", "H", "H", "H", "H", "H", "H"], "coordinates": [[-0.414993, -1.811303, -1.398136], [-0.060835, -0.590917, -0.492735], [0.547908, 1.061738, -0.986057], [0.515138, 1.784241, 0.123051], [0.066006, 1.092317, 1.375481], [-0.166923, -0.401343, 1.059868], [-1.482273, -2.022536, -1.326198], [0.088748, -2.719324, -1.076011], [-0.182728, -1.659851, -2.448043], [0.830807, 1.390006, -1.967947], [0.779718, 2.833443, 0.189494], [0.808813, 1.225433, 2.166077], [-0.855956, 1.565228, 1.729371], [-1.091768, -0.749888, 1.518204], [0.618340, -0.997246, 1.533581]], "forces_ev_per_angstrom": [[0.1, 0.3, 0.0], [1.1, 3.2, -0.8], [-1.3, -3.8, 0.7], [0.0, 0.1, 0.2], [0.0, 0.0, 0.1], [0.0, 0.3, 0.0], [-0.2, 0.0, 0.1], [0.1, -0.2, 0.2], [0.0, 0.1, -0.1], [0.1, 0.3, -0.2], [0.1, 0.1, -0.1], [-0.1, 0.1, 0.1], [0.0, 0.0, 0.1], [-0.1, -0.2, -0.1], [0.1, -0.1, 0.0]]}